# 1
Below is 2 unconnected molecules or ions with the total composition C3H8N2O2, with properties calculated with ωB97M-V/def2-TZVPD.

The geometry in XYZ format:
```
15
Properties=species:S:1:pos:R:3:lowdin_charge:R:1
O -1.308 -1.598 -0.907 -0.123
C -1.984 -0.573 -0.666 -0.582
O -1.535 0.447 -0.072 -0.153
H -3.034 -0.545 -1.015 0.105
C 0.776 1.893 -0.581 -0.044
N 1.303 1.011 0.479 0.020
C 1.006 -0.267 0.411 -0.164
N 1.470 -1.205 1.213 0.190
H 1.586 2.281 -1.199 0.085
H 0.291 2.730 -0.085 0.093
H 0.028 1.352 -1.142 0.071
H 1.508 1.411 1.378 0.149
H 0.351 -0.569 -0.407 0.108
H 1.941 -0.990 2.078 0.123
H 1.023 -2.098 1.151 0.123
```

Properties
- highest occupied orbital energy (eV) = -8.35
- F_max (hartree/bohr) = 0.0188
- energy above the lowest of the compared OMol25 structures with the same formula, charge and spin (kcal/mol) = 40.8
- total charge = 0

---

# 2
Below is a molecular structure, C16H47B2Cu2NO9V at a distorted geometry, with properties calculated with ωB97M-V/def2-TZVPD.

The geometry in XYZ format:
```
78
Properties=species:S:1:pos:R:3:lowdin_charge:R:1
O -0.151 -5.296 -0.497 -0.307
V -0.914 -3.920 -0.807 0.839
Cu 2.333 -3.099 -1.980 0.637
Cu -1.304 0.350 0.798 0.496
C 0.442 -1.779 0.128 -0.759
O -0.835 -1.926 0.283 -0.090
O 0.944 -2.848 -0.415 -0.153
O 1.097 -0.749 0.487 -0.044
B -0.789 -3.726 -3.104 -0.348
H -0.743 -3.377 -4.247 0.015
H -1.343 -4.747 -2.955 0.014
H 0.272 -3.678 -2.578 -0.051
H -1.372 -2.919 -2.466 -0.029
B -2.933 -4.785 -0.088 -0.374
H -2.879 -4.012 -0.964 -0.037
H -4.056 -4.938 0.292 0.011
H -2.456 -5.781 -0.565 0.005
H -2.185 -4.423 0.760 -0.005
C -3.805 -1.355 1.410 -0.061
O -3.425 -0.249 0.607 -0.252
C -4.128 -0.186 -0.617 -0.175
C -3.638 1.033 -1.377 -0.202
N -2.207 0.975 -1.597 -0.020
C -1.677 2.158 -2.329 -0.186
C -2.503 2.671 -3.502 -0.215
O -3.828 3.145 -3.299 -0.206
C -3.908 4.126 -2.300 -0.122
H -3.352 -1.298 2.397 0.100
H -3.460 -2.269 0.920 0.066
H -4.889 -1.371 1.562 0.099
H -5.196 -0.219 -0.423 0.135
H -3.730 -1.058 -1.160 0.137
H -3.928 1.903 -0.781 0.116
H -4.211 1.147 -2.301 0.126
H -1.999 0.240 -2.268 0.122
H -0.799 1.751 -2.834 0.121
H -1.307 2.974 -1.723 0.109
H -2.610 1.834 -4.209 0.129
H -1.977 3.427 -4.105 0.128
H -3.608 3.767 -1.317 0.070
H -4.951 4.451 -2.266 0.095
H -3.372 5.042 -2.585 0.096
C 2.624 3.611 -1.277 -0.057
C 2.520 2.570 -0.194 -0.510
C 2.693 3.186 1.178 -0.063
O 1.292 1.886 -0.294 -0.054
H 3.629 4.024 -1.353 0.081
H 1.958 4.454 -1.053 0.083
H 2.290 3.262 -2.256 0.079
H 3.369 1.883 -0.319 0.119
H 3.635 3.733 1.293 0.083
H 2.597 2.460 1.991 0.063
H 1.955 3.954 1.452 0.084
H 1.394 0.978 0.043 0.042
C 0.299 1.837 3.928 -0.063
C 0.686 0.360 3.847 -0.461
C 0.591 -0.245 5.246 -0.050
O -0.267 -0.204 2.944 -0.064
H 0.974 2.329 4.633 0.088
H -0.743 1.975 4.218 0.085
H 0.369 2.325 2.950 0.060
H 1.726 0.322 3.518 0.135
H -0.153 0.164 5.922 0.079
H 1.578 -0.131 5.703 0.080
H 0.437 -1.321 5.123 0.083
H 0.205 -0.806 2.347 0.062
C 5.071 -1.781 1.322 -0.051
C 4.655 -0.848 0.234 -0.466
C 5.744 -0.604 -0.805 -0.050
O 3.585 -1.485 -0.514 -0.108
H 5.241 -2.793 0.963 0.089
H 4.405 -1.723 2.185 0.080
H 6.036 -1.491 1.765 0.085
H 4.286 0.137 0.532 0.123
H 6.669 -0.199 -0.400 0.081
H 5.335 0.089 -1.540 0.077
H 5.949 -1.559 -1.293 0.083
H 2.747 -1.333 -0.025 0.042
```

Properties
- highest occupied orbital energy (spin up / spin down) (eV) = -8.88 / -9.00
- 2S+1 = 2
- F_max (hartree/bohr) = 0.0722
- <S²> = 0.78
- energy above the lowest of the compared OMol25 structures with the same formula, charge and spin (kcal/mol) = 0.0
- total charge = 0

---

# 3
Below is a molecular structure, C12H19CaF12N3O12S4 at a distorted geometry, with properties calculated with ωB97M-V/def2-TZVPD.

The geometry in XYZ format:
```
63
Properties=species:S:1:pos:R:3:lowdin_charge:R:1
Ca 0.547 -0.780 -0.499 1.308
O 3.370 -5.005 -1.304 -0.390
C 2.888 -4.251 -0.306 -0.565
C 2.648 -2.794 -0.659 -0.437
O 1.643 -2.477 -1.593 -0.473
H 3.580 -4.228 0.586 0.072
H 1.884 -4.663 -0.019 0.075
H 3.568 -2.233 -0.907 0.085
H 2.279 -2.284 0.291 0.044
C -3.531 -1.141 0.106 -0.648
F -3.332 -0.040 -0.640 0.103
F -3.763 -0.797 1.350 0.159
F -4.613 -1.745 -0.404 0.130
S -2.092 -2.317 -0.131 0.635
O -2.623 -3.621 -0.027 -0.238
O -1.520 -2.005 -1.416 -0.325
N -0.872 -1.815 0.938 -0.398
S -1.143 -2.308 2.455 0.579
O -0.674 -1.299 3.358 -0.284
O -2.454 -2.855 2.679 -0.294
C -0.012 -3.725 2.650 -0.688
F 1.241 -3.326 2.672 0.165
F -0.299 -4.330 3.827 0.111
F -0.227 -4.582 1.662 0.148
C 2.754 2.561 1.628 -0.660
F 2.130 3.286 0.681 0.100
F 3.925 3.123 1.844 0.152
F 2.017 2.612 2.741 0.124
S 2.960 0.767 1.087 0.603
O 4.337 0.479 1.240 -0.247
O 2.053 -0.037 1.865 -0.301
N 2.416 0.687 -0.493 -0.379
S 3.686 1.119 -1.398 0.579
O 4.205 2.421 -1.070 -0.290
O 4.650 0.093 -1.621 -0.244
C 2.925 1.285 -3.050 -0.676
F 2.409 0.154 -3.453 0.174
F 1.917 2.210 -3.040 0.088
F 3.845 1.713 -3.910 0.142
C -1.005 -0.166 -3.688 -0.109
O -0.552 0.370 -2.482 -0.288
C -0.989 1.702 -2.271 -0.204
C -0.540 2.200 -0.890 -0.196
N -0.931 1.280 0.186 -0.088
C -0.861 1.915 1.514 -0.157
C -2.136 2.664 1.891 -0.203
O -3.251 2.023 1.306 -0.210
C -4.489 2.443 1.788 -0.111
H -0.734 0.503 -4.526 0.095
H -2.085 -0.336 -3.711 0.093
H -0.458 -1.084 -3.893 0.106
H -2.084 1.780 -2.318 0.127
H -0.500 2.333 -3.021 0.117
H -1.068 3.161 -0.742 0.128
H 0.518 2.448 -0.930 0.085
H -1.923 1.125 0.022 0.069
H -0.023 2.598 1.537 0.097
H -0.761 1.079 2.208 0.108
H -2.094 3.737 1.634 0.121
H -2.210 2.646 2.989 0.127
H -4.398 3.245 2.527 0.083
H -5.048 1.587 2.168 0.087
H -5.096 2.892 0.985 0.088
```

Properties
- highest occupied orbital energy (eV) = 0.86
- F_max (hartree/bohr) = 0.0752
- energy above the lowest of the compared OMol25 structures with the same formula, charge and spin (kcal/mol) = 0.0
- total charge = -2

---

# 4
Below is a molecular structure, C62H39AsCl4N4OPt, with properties calculated with ωB97M-V/def2-TZVPD.

The geometry in XYZ format:
```
112
Properties=species:S:1:pos:R:3:lowdin_charge:R:1
Pt 0.013 0.985 1.463 1.255
Cl 3.015 -6.454 6.065 0.660
C 2.505 -5.222 4.951 -0.675
C 3.416 -4.295 4.481 -0.097
C 2.999 -3.308 3.605 -0.026
C 1.678 -3.226 3.139 -0.128
C 0.776 -4.145 3.697 -0.023
C 1.177 -5.136 4.576 -0.094
C 1.214 -2.117 2.246 -0.044
C -0.147 -2.001 1.905 -0.219
C -1.055 -3.105 1.660 -0.032
C -2.244 -2.580 1.308 0.024
C -2.102 -1.147 1.359 -0.225
C -3.142 -0.245 1.241 -0.075
C -4.521 -0.798 1.088 -0.211
C -5.012 -1.141 -0.167 -0.011
C -6.294 -1.650 -0.317 -0.092
C -7.089 -1.809 0.804 -0.669
Cl -8.702 -2.439 0.626 0.657
C -6.624 -1.477 2.065 -0.095
C -5.339 -0.974 2.199 -0.016
C -2.999 1.140 1.322 -0.225
N -1.817 1.808 1.376 -0.051
C -2.107 3.143 1.405 -0.225
C -1.177 4.170 1.345 -0.073
C -1.689 5.572 1.396 -0.219
C -1.751 6.253 2.607 -0.012
C -2.233 7.551 2.669 -0.096
C -2.652 8.170 1.503 -0.669
Cl -3.255 9.801 1.571 0.657
C -2.600 7.515 0.285 -0.096
C -2.117 6.215 0.240 -0.021
C 0.190 3.989 1.181 -0.225
C 1.135 5.045 0.927 0.011
C 2.334 4.459 0.715 0.007
C 2.146 3.040 0.875 -0.220
N 0.841 2.788 1.160 -0.054
C 3.136 2.071 0.704 -0.066
C 2.958 0.718 0.937 -0.220
C 3.986 -0.283 0.814 0.013
C 3.481 -1.430 1.310 -0.041
C 2.120 -1.163 1.735 -0.232
N 1.829 0.134 1.449 -0.049
C 4.488 2.524 0.264 -0.205
C 5.314 3.249 1.116 -0.024
C 6.563 3.683 0.700 -0.096
C 6.986 3.387 -0.585 -0.669
Cl 8.546 3.940 -1.122 0.657
C 6.188 2.659 -1.451 -0.096
C 4.940 2.233 -1.021 -0.021
C -3.536 3.318 1.406 0.011
C -4.085 2.086 1.334 0.009
N -0.805 -0.836 1.671 -0.049
H 4.443 -4.329 4.816 0.108
H 3.723 -2.564 3.326 0.095
H -0.275 -4.078 3.478 0.091
H 0.453 -5.826 4.989 0.108
H -0.776 -4.145 1.660 0.102
H -3.144 -3.104 1.028 0.120
H -4.381 -1.016 -1.038 0.095
H -6.674 -1.918 -1.293 0.105
H -7.260 -1.612 2.928 0.106
H -4.963 -0.713 3.181 0.129
H -1.421 5.758 3.512 0.127
H -2.285 8.081 3.610 0.106
H -2.934 8.015 -0.613 0.106
H -2.072 5.691 -0.707 0.129
H 0.890 6.093 0.874 0.115
H 3.266 4.938 0.466 0.111
H 4.964 -0.123 0.391 0.115
H 3.954 -2.397 1.317 0.109
H 4.978 3.469 2.122 0.128
H 7.207 4.242 1.364 0.106
H 6.537 2.435 -2.449 0.105
H 4.302 1.672 -1.693 0.126
H -4.042 4.270 1.431 0.115
H -5.131 1.827 1.294 0.113
O -0.016 -0.255 -1.238 -0.486
As 0.058 -1.452 -2.359 1.176
C -1.537 -1.461 -3.430 -0.320
C -1.703 -2.266 -4.553 -0.112
C -2.901 -2.231 -5.250 -0.078
C -3.924 -1.390 -4.829 -0.077
C -3.754 -0.582 -3.714 -0.084
C -2.558 -0.618 -3.008 -0.094
C 1.511 -1.236 -3.616 -0.277
C 2.803 -1.653 -3.312 -0.087
C 3.839 -1.418 -4.204 -0.081
C 3.590 -0.763 -5.402 -0.084
C 2.307 -0.332 -5.702 -0.078
C 1.270 -0.565 -4.810 -0.096
C 0.199 -3.214 -1.596 -0.276
C 1.288 -3.510 -0.781 -0.107
C 1.427 -4.775 -0.232 -0.074
C 0.477 -5.753 -0.497 -0.082
C -0.619 -5.457 -1.294 -0.077
C -0.759 -4.190 -1.845 -0.089
H -0.902 -2.917 -4.884 0.114
H -3.038 -2.857 -6.122 0.105
H -4.856 -1.360 -5.379 0.104
H -4.550 0.080 -3.397 0.107
H -2.395 0.006 -2.135 0.099
H 3.017 -2.156 -2.378 0.089
H 4.841 -1.747 -3.962 0.105
H 4.398 -0.586 -6.100 0.104
H 2.111 0.189 -6.630 0.105
H 0.273 -0.211 -5.046 0.103
H 2.001 -2.737 -0.525 0.082
H 2.271 -4.995 0.410 0.110
H 0.588 -6.743 -0.074 0.107
H -1.369 -6.212 -1.488 0.105
H -1.632 -3.963 -2.443 0.096
```

Properties
- highest occupied orbital energy (spin up / spin down) (eV) = -6.90 / -6.90
- F_max (hartree/bohr) = 0.0063
- total charge = 0

---

Question: The highest F_max belongs to which entry?
Answer: C12H19CaF12N3O12S4

---

Question: F_max of number 4 (C62H39AsCl4N4OPt)?
Answer: 0.0063 hartree/bohr